# 1
Formula: C41H42P2Zn
Source: the Open Molecules 2025 dataset
Level of theory: ωB97M-V/def2-TZVPD

CARTESIAN COORDINATES (ANGSTROEM)
Zn: 2.022 -0.913 4.616
C: -2.832 0.182 5.617
C: -2.999 0.009 4.307
C: -3.331 1.044 3.279
C: -2.125 1.802 2.640
C: -1.285 2.623 3.583
C: -1.462 2.843 4.892
C: -2.784 2.734 5.622
C: -3.007 1.436 6.406
C: 2.922 -0.809 2.958
H: -2.386 -0.628 6.191
H: -2.867 -0.972 3.849
H: -4.134 1.737 3.570
H: -3.747 0.491 2.428
H: -1.473 1.054 2.148
H: -2.487 2.451 1.817
H: -0.372 2.994 3.095
H: -0.652 3.257 5.517
H: -3.608 2.873 4.918
H: -2.827 3.559 6.349
H: -2.297 1.377 7.237
H: -4.000 1.512 6.865
H: 3.842 -1.418 2.904
H: 3.183 0.261 2.932
H: 2.220 -1.039 2.142
P: 0.004 -2.137 -3.522
P: 1.924 0.463 -3.978
C: -0.656 -0.565 -4.123
C: 0.156 0.493 -4.394
C: -0.762 -3.310 -4.732
C: -1.899 -3.046 -5.509
C: -2.334 -3.992 -6.444
C: -1.648 -5.194 -6.620
C: -0.518 -5.459 -5.835
C: -0.070 -4.525 -4.906
C: -1.044 -2.325 -2.021
C: -0.750 -1.435 -0.969
C: -1.467 -1.495 0.226
C: -2.509 -2.424 0.361
C: -2.799 -3.314 -0.679
C: -2.065 -3.271 -1.870
C: 2.587 1.135 -5.576
C: 2.427 0.314 -6.711
C: 2.903 0.723 -7.956
C: 3.533 1.967 -8.093
C: 3.686 2.794 -6.974
C: 3.212 2.382 -5.721
C: 2.043 1.909 -2.857
C: 3.207 1.985 -2.065
C: 3.400 3.051 -1.193
C: 2.424 4.052 -1.095
C: 1.248 3.964 -1.848
C: 1.052 2.887 -2.721
H: -1.748 -0.529 -4.243
H: -0.188 1.376 -4.954
H: -2.447 -2.112 -5.402
H: -3.217 -3.781 -7.045
H: -1.980 -5.926 -7.358
H: 0.027 -6.393 -5.947
H: 0.821 -4.711 -4.302
H: 0.031 -0.685 -1.095
H: -1.226 -0.819 1.052
H: -3.087 -2.460 1.287
H: -3.605 -4.044 -0.572
H: -2.298 -3.957 -2.683
H: 1.922 -0.647 -6.612
H: 2.771 0.078 -8.827
H: 3.886 2.294 -9.071
H: 4.167 3.768 -7.079
H: 3.327 3.043 -4.862
H: 3.950 1.195 -2.158
H: 4.313 3.095 -0.593
H: 2.590 4.897 -0.427
H: 0.478 4.733 -1.753
H: 0.127 2.827 -3.291
C: 0.461 -0.305 8.915
C: 0.730 -1.608 8.499
C: 1.377 -1.799 7.266
C: 1.690 -0.678 6.498
C: 1.788 0.576 7.102
C: 1.142 0.766 8.340
H: -0.222 -0.133 9.730
H: 0.468 -2.465 9.123
H: 1.611 -2.794 6.913
H: 2.344 1.384 6.642
H: 1.195 1.732 8.848

HOMO-LUMO gap = 8.1 eV
Multiplicity = 1
Energy above the lowest of the compared OMol25 structures with the same formula, charge and spin = 0.000 eV
HOMO energy = -0.2849 Eh
Net charge = 0

=====

# 2
Formula: C3H6N2O2
Source: the Open Molecules 2025 dataset
Level of theory: ωB97M-V/def2-TZVPD

CARTESIAN COORDINATES (ANGSTROEM)
N: -1.379 0.488 -0.739
C: -1.392 0.047 0.543
O: -2.307 0.242 1.324
C: -0.170 -0.776 0.950
O: 1.035 -0.012 1.254
C: 2.005 0.209 0.411
N: 1.534 0.132 -0.944
H: -2.167 1.021 -1.070
H: -0.642 0.205 -1.372
H: 0.088 -1.506 0.182
H: -0.411 -1.262 1.894
H: 1.445 1.168 -0.932
H: 2.360 0.029 -1.534

HOMO-LUMO gap = 9.5 eV
Multiplicity = 1
Energy above the lowest of the compared OMol25 structures with the same formula, charge and spin = 3.794 eV
HOMO energy = -0.3240 Eh
Net charge = 0

=====

# 3
Formula: C33H35FN2O7S
Source: the Open Molecules 2025 dataset
Level of theory: ωB97M-V/def2-TZVPD

CARTESIAN COORDINATES (ANGSTROEM)
C: -3.743 4.979 -2.919
C: -2.857 3.839 -2.338
C: -1.728 4.044 -1.431
C: -0.896 2.933 -0.941
C: -1.199 1.564 -1.330
C: -0.399 0.291 -0.924
C: 0.021 0.212 0.593
C: 1.557 0.206 0.982
C: 2.449 -0.776 0.111
C: 3.792 0.004 -0.257
C: 3.764 0.637 -1.705
C: 4.178 2.159 -1.778
C: 3.423 3.098 -0.770
C: 3.975 4.579 -0.926
S: 5.740 4.760 -0.386
C: 5.851 3.939 1.214
N: 5.825 4.511 2.440
N: 5.954 3.456 3.284
C: 6.070 2.309 2.598
O: 6.002 2.578 1.238
C: -0.461 -1.220 1.154
C: -1.574 -0.951 2.259
F: -1.137 -1.589 3.451
O: -1.796 0.459 2.298
C: -0.710 1.091 1.668
O: -0.465 2.196 2.059
C: -2.355 1.364 -2.226
C: -3.166 2.462 -2.720
H: -4.766 4.575 -3.161
H: -3.320 5.296 -3.917
H: -3.794 5.861 -2.237
H: -1.513 5.106 -1.146
H: -0.040 3.145 -0.262
H: -1.026 -0.596 -1.188
H: 0.523 0.223 -1.558
H: 1.942 1.258 0.929
H: 1.641 -0.130 2.054
H: 1.934 -1.155 -0.810
H: 2.666 -1.672 0.751
H: 4.634 -0.741 -0.232
H: 3.993 0.745 0.557
H: 4.499 0.060 -2.338
H: 2.770 0.517 -2.213
H: 3.911 2.515 -2.817
H: 5.296 2.254 -1.702
H: 3.566 2.810 0.307
H: 2.337 3.146 -1.056
H: 3.934 4.854 -2.015
H: 3.359 5.318 -0.341
H: 6.174 1.292 3.033
H: -1.007 -1.901 0.455
H: 0.338 -1.838 1.648
H: -2.592 -1.343 2.023
H: -2.597 0.321 -2.552
H: -4.010 2.254 -3.420
C: -4.816 -5.333 5.836
C: -4.255 -5.194 4.637
C: -3.479 -3.981 4.288
O: -2.967 -3.853 3.195
C: -3.350 -2.930 5.324
C: -3.911 -3.071 6.524
C: -4.686 -4.283 6.873
O: -5.196 -4.413 7.967
H: -5.387 -6.212 6.108
H: -4.338 -5.951 3.868
H: -2.779 -2.052 5.051
H: -3.828 -2.313 7.293
C: 0.034 -3.453 -4.433
C: -0.612 -4.088 -5.409
C: -2.028 -4.496 -5.256
O: -2.616 -5.076 -6.143
C: -2.697 -4.167 -3.976
C: -2.051 -3.532 -3.000
C: -0.636 -3.126 -3.154
O: -0.046 -2.544 -2.265
H: 1.068 -3.148 -4.527
H: -0.138 -4.335 -6.351
H: -3.732 -4.472 -3.881
H: -2.525 -3.285 -2.058

HOMO-LUMO gap = 6.8 eV
Multiplicity = 1
HOMO energy = -0.3219 Eh
SMILES = Cc1ccc(C[C@]2(CCCCCCCSc3nnco3)C[C@@H](F)OC2=O)cc1.O=C1C=CC(=O)C=C1.O=C1C=CC(=O)C=C1
Net charge = 0

=====

# 4
Formula: C10H13CrNPS
Source: the Open Molecules 2025 dataset
Level of theory: ωB97M-V/def2-TZVPD

CARTESIAN COORDINATES (ANGSTROEM)
C: 0.431 -2.714 -1.673
C: 0.655 -3.662 -0.631
C: 1.861 -3.304 -0.027
C: 2.632 -2.482 -0.948
C: 1.781 -2.029 -1.969
Cr: 0.964 -1.394 -0.180
P: -1.138 -1.245 0.705
H: -0.478 -2.692 -2.217
H: 0.040 -4.483 -0.324
H: 2.315 -3.735 0.837
H: 1.935 -1.223 -2.680
H: 3.665 -2.246 -0.694
H: -1.525 -0.382 1.729
H: -2.038 -2.300 0.988
H: -1.926 -0.557 -0.258
S: 1.199 0.524 1.261
C: 0.199 1.836 0.689
N: 0.070 2.876 1.611
C: -0.860 3.911 1.529
C: -1.725 3.987 0.461
C: -1.612 3.020 -0.536
C: -0.638 1.988 -0.449
H: 0.512 2.757 2.510
H: -0.881 4.585 2.383
H: -2.476 4.769 0.443
H: -2.323 3.027 -1.370
H: -0.636 1.172 -1.191

HOMO-LUMO gap (spin up / spin down) = 4.8 / 4.9 eV
Multiplicity = 5
⟨S²⟩ = 6.098
HOMO energy (spin up / spin down) = -0.0575 / -0.0621 Eh
Net charge = -1

=====

# 5
Formula: C4H11NO2
Source: the Open Molecules 2025 dataset
Level of theory: ωB97M-V/def2-TZVPD

CARTESIAN COORDINATES (ANGSTROEM)
C: -1.810 0.647 -0.187
O: -2.171 1.528 -1.206
C: -0.366 0.129 -0.427
C: 0.115 -0.564 0.908
C: 1.564 -1.179 0.614
O: 1.611 -1.895 -0.637
N: 0.364 1.504 -0.650
H: -2.637 -0.207 -0.284
H: -1.930 1.007 0.842
H: -1.859 2.362 -0.981
H: -0.259 -0.323 -1.448
H: 0.300 -0.051 1.888
H: -0.619 -1.410 1.075
H: 2.110 -0.299 0.471
H: 1.834 -1.926 1.512
H: 0.368 2.222 0.119
H: 1.987 -2.792 -0.621
H: 1.398 1.245 -0.990

HOMO-LUMO gap = 9.9 eV
Multiplicity = 1
Energy above the lowest of the compared OMol25 structures with the same formula, charge and spin = 3.138 eV
HOMO energy = -0.3334 Eh
SMILES = N[C@H](CO)CCO
Net charge = 0

=====

# 6
Formula: C29H32KN3O2P2S
Source: the Open Molecules 2025 dataset
Level of theory: ωB97M-V/def2-TZVPD

CARTESIAN COORDINATES (ANGSTROEM)
K: 2.934 -0.259 0.175
C: -4.902 -0.516 -0.408
S: -4.285 1.067 0.212
C: -3.350 0.505 1.675
C: -1.852 0.353 1.446
C: -1.505 -0.719 0.413
N: -0.087 -0.761 0.133
P: 0.997 1.937 -0.100
C: 0.336 1.457 -1.731
C: 1.055 0.725 -2.673
C: 0.440 0.271 -3.828
C: -0.906 0.524 -4.052
C: -1.631 1.247 -3.117
C: -1.013 1.715 -1.968
C: 0.484 3.695 -0.098
C: 0.612 4.534 -1.202
C: 0.183 5.850 -1.127
C: -0.389 6.330 0.045
C: -0.520 5.499 1.148
C: -0.077 4.186 1.077
P: 0.788 -2.097 -0.042
C: 1.434 -2.576 1.656
C: 2.747 -3.017 1.806
C: 3.304 -3.213 3.067
C: 2.546 -2.963 4.201
C: 1.232 -2.525 4.069
C: 0.688 -2.328 2.809
C: -0.314 -3.541 -0.368
C: -1.186 -3.414 -1.454
C: -2.029 -4.451 -1.819
C: -2.004 -5.647 -1.112
C: -1.139 -5.789 -0.038
C: -0.304 -4.743 0.336
H: -5.495 -0.303 -1.296
H: -5.536 -0.991 0.339
H: -4.074 -1.173 -0.674
H: -3.783 -0.451 1.977
H: -3.558 1.234 2.459
H: -1.378 0.098 2.400
H: -1.426 1.311 1.130
H: -2.059 -0.476 -0.507
H: -1.906 -1.681 0.775
H: 2.101 0.493 -2.516
H: 1.013 -0.294 -4.553
H: -1.385 0.159 -4.951
H: -2.685 1.445 -3.270
H: -1.596 2.273 -1.245
H: 1.044 4.157 -2.121
H: 0.282 6.500 -1.987
H: -0.732 7.356 0.099
H: -0.961 5.873 2.062
H: -0.155 3.533 1.938
H: 3.332 -3.250 0.917
H: 4.323 -3.569 3.165
H: 2.975 -3.109 5.184
H: 0.635 -2.337 4.954
H: -0.329 -1.970 2.703
H: -1.197 -2.480 -2.008
H: -2.706 -4.331 -2.655
H: -2.655 -6.464 -1.398
H: -1.117 -6.719 0.519
H: 0.354 -4.865 1.187
N: 5.328 1.756 -1.005
N: 4.778 2.560 0.004
C: 3.446 2.595 0.300
O: 3.053 3.049 1.353
O: 2.651 2.101 -0.656
H: 6.171 1.319 -0.654
H: 5.586 2.328 -1.802
H: 5.370 2.984 0.700

HOMO-LUMO gap = 5.7 eV
Multiplicity = 1
Energy above the lowest of the compared OMol25 structures with the same formula, charge and spin = 2.654 eV
HOMO energy = -0.2256 Eh
Net charge = 0

=====

# 7
Formula: C37H43MnN5PS
Source: the Open Molecules 2025 dataset
Level of theory: ωB97M-V/def2-TZVPD

CARTESIAN COORDINATES (ANGSTROEM)
Mn: 0.029 0.245 0.075
C: 4.014 0.228 -1.629
C: 2.547 0.255 -1.318
N: 2.021 0.101 -0.077
N: 2.817 0.107 1.050
C: 2.251 0.235 2.236
N: 3.040 0.210 3.316
S: 0.558 0.397 2.423
C: 1.585 0.442 -2.335
C: 1.921 0.572 -3.701
C: 0.935 0.796 -4.626
C: -0.405 0.891 -4.212
C: -0.682 0.733 -2.879
N: 0.262 0.505 -1.959
H: 4.643 0.074 -0.755
H: 4.332 1.165 -2.094
H: 4.247 -0.583 -2.324
H: 3.812 0.006 0.961
H: 4.040 0.129 3.260
H: 2.615 0.296 4.223
H: 2.956 0.498 -4.010
H: 1.188 0.902 -5.674
H: -1.205 1.076 -4.915
H: -1.698 0.773 -2.508
C: -4.185 -0.450 0.057
C: -4.711 0.830 -0.001
C: -3.860 1.924 0.009
C: -2.478 1.759 0.077
C: -1.946 0.469 0.124
C: -2.807 -0.619 0.119
C: -1.555 2.926 0.089
C: -2.048 4.255 0.109
C: -1.179 5.295 0.109
C: 0.211 5.048 0.098
C: 1.166 6.091 0.104
C: 2.499 5.811 0.106
C: 2.927 4.464 0.106
C: 2.022 3.438 0.099
C: 0.632 3.702 0.092
N: -0.264 2.664 0.079
H: -4.837 -1.317 0.058
H: -5.782 0.980 -0.052
H: -4.294 2.913 -0.041
H: -2.414 -1.623 0.169
H: -3.111 4.444 0.130
H: -1.541 6.317 0.122
H: 0.815 7.118 0.104
H: 3.229 6.612 0.108
H: 3.988 4.242 0.109
H: 2.351 2.410 0.092
C: 1.895 -3.195 1.821
C: 1.654 -3.811 0.436
C: 2.818 -3.441 -0.493
C: 1.612 -5.329 0.625
P: 0.080 -2.982 -0.203
C: -1.165 -3.667 0.967
C: -1.477 -2.874 2.073
C: -2.356 -3.311 3.056
C: -2.955 -4.555 2.943
C: -2.663 -5.360 1.849
C: -1.771 -4.924 0.877
C: -0.344 -3.616 -1.936
C: -1.845 -3.373 -2.146
C: 0.007 -5.061 -2.300
C: 0.400 -2.714 -2.935
H: 2.913 -3.431 2.151
H: 1.200 -3.602 2.558
H: 1.771 -2.111 1.819
H: 3.765 -3.726 -0.021
H: 2.843 -2.368 -0.706
H: 2.756 -3.974 -1.443
H: 2.527 -5.628 1.149
H: 1.583 -5.877 -0.311
H: 0.769 -5.640 1.245
H: -1.019 -1.900 2.172
H: -2.578 -2.672 3.904
H: -3.649 -4.898 3.703
H: -3.125 -6.336 1.753
H: -1.561 -5.577 0.042
H: -2.465 -4.045 -1.552
H: -2.086 -3.534 -3.202
H: -2.122 -2.345 -1.901
H: -0.396 -5.809 -1.623
H: 1.085 -5.205 -2.368
H: -0.406 -5.265 -3.294
H: 0.089 -1.674 -2.838
H: 0.163 -3.040 -3.954
H: 1.483 -2.762 -2.816

HOMO-LUMO gap (spin up / spin down) = 5.6 / 7.8 eV
Multiplicity = 6
⟨S²⟩ = 8.881
HOMO energy (spin up / spin down) = -0.3182 / -0.3990 Eh
Net charge = +1

=====

# 8
Formula: C25H39OTc
Source: the Open Molecules 2025 dataset
Level of theory: ωB97M-V/def2-TZVPD

CARTESIAN COORDINATES (ANGSTROEM)
C: 0.966 -2.208 0.288
C: 1.882 -1.396 -0.475
C: 1.597 -1.604 -1.870
C: 0.463 -2.483 -1.969
C: 0.075 -2.859 -0.635
Tc: -0.124 -0.728 -0.853
C: -1.738 1.885 -0.524
C: -1.575 1.025 0.679
H: -1.554 1.540 1.641
C: -1.531 -0.413 0.664
H: -2.457 -0.863 0.261
H: -1.290 -0.843 1.648
C: -2.495 3.175 -0.166
H: -1.960 3.757 0.595
H: -2.632 3.795 -1.061
H: -3.492 2.922 0.220
C: -2.609 1.177 -1.576
H: -2.215 0.204 -1.902
H: -3.618 1.024 -1.184
H: -2.672 1.803 -2.465
C: 2.938 -0.516 0.092
H: 2.535 0.105 0.902
H: 3.766 -1.107 0.501
H: 3.339 0.147 -0.679
C: 2.400 -1.052 -2.993
H: 2.708 -0.027 -2.779
H: 3.309 -1.641 -3.166
H: 1.821 -1.051 -3.918
C: -0.227 -2.898 -3.221
H: -0.085 -2.153 -4.007
H: 0.157 -3.855 -3.592
H: -1.300 -3.021 -3.045
C: -1.073 -3.738 -0.279
H: -1.958 -3.469 -0.866
H: -0.844 -4.789 -0.489
H: -1.309 -3.646 0.783
C: 1.007 -2.411 1.760
H: -0.002 -2.485 2.176
H: 1.537 -3.338 2.023
H: 1.528 -1.584 2.247
C: 0.133 1.042 -1.928
C: -0.378 2.154 -1.098
C: 0.360 1.264 -3.292
C: -0.126 3.500 -1.640
H: 0.478 1.821 -0.373
C: 0.435 2.572 -3.801
H: 0.433 0.423 -3.988
C: 0.289 3.673 -2.937
H: -0.269 4.345 -0.971
H: 0.572 2.729 -4.870
H: 0.464 4.680 -3.322
C: -0.271 3.497 3.759
C: 0.684 2.941 2.717
O: 0.618 1.518 2.543
C: 0.868 0.762 3.734
C: 2.339 0.719 4.087
H: -1.266 3.039 3.703
H: -0.379 4.573 3.602
H: 0.126 3.353 4.769
H: 0.448 3.343 1.720
H: 1.721 3.214 2.977
H: 0.287 1.175 4.573
H: 0.489 -0.241 3.511
H: 2.720 1.721 4.316
H: 2.479 0.094 4.974
H: 2.936 0.296 3.268

HOMO-LUMO gap (spin up / spin down) = 5.7 / 7.0 eV
Multiplicity = 4
⟨S²⟩ = 3.826
HOMO energy (spin up / spin down) = -0.3392 / -0.4160 Eh
Net charge = +1